1.
Density functional theory data (ωB97M-V/def2-TZVPD) for C2H2ClFO2 in the gas phase at a distorted geometry.

The SMILES is O=C(Cl)[C@H](O)F. As for the HOMO-LUMO gap: 11.53 eV.

Geometry as XYZ:
```
8
Properties=species:S:1:pos:R:3:nbo_charge:R:1
Cl -1.73350 -0.96135 0.45021 0.033
H 1.23055 1.32312 -0.01368 0.208
O 1.15002 -0.73763 -0.61423 -0.689
H 0.57719 -1.45928 -0.30309 0.469
C -0.94704 0.33228 -0.23900 0.422
C 0.55264 0.39081 0.22450 0.362
O -1.44157 1.00535 -1.08716 -0.463
F 0.61171 0.10671 1.58245 -0.342
```



2.
Density functional theory data (ωB97M-V/def2-TZVPD) for a 2-piece molecular cluster, C7H17NO2 overall at a distorted geometry.

The SMILES is CC[C@@H](C)N.CCC(=O)O. As for the HOMO-LUMO gap: 9.74 eV.

Geometry as XYZ:
```
27
Properties=species:S:1:pos:R:3:nbo_charge:R:1
H -4.09722 1.01860 0.99136 0.197
H -2.97102 1.54114 -0.28963 0.216
H -3.69640 -3.88067 0.94490 0.206
H 0.46559 2.09937 1.93418 0.472
H 2.25584 -0.77466 0.67949 0.245
H 3.52332 1.44599 0.85239 0.222
H -2.18240 -3.10669 1.46227 0.207
H -1.34856 0.73416 1.29770 0.385
H 1.36721 -0.34789 2.14753 0.227
H 2.68396 1.76748 2.38506 0.199
H -4.54067 -1.76354 0.00529 0.204
C -3.61475 0.71542 0.04857 -0.615
H -2.52928 -3.30036 -0.27110 0.206
N -1.66843 -0.36331 1.17964 -0.878
H -4.39231 0.56113 -0.71420 0.207
C -2.98230 -3.07804 0.70854 -0.606
C -2.78872 -0.55537 0.25831 -0.052
H -4.09057 -1.49677 1.68997 0.188
H 3.77051 0.37568 2.25228 0.223
O 0.15012 1.97606 1.03184 -0.755
C -3.67916 -1.72276 0.69008 -0.396
C 1.87782 0.07069 1.26680 -0.528
H -2.33567 -0.82310 -0.71150 0.181
O 0.75703 0.64413 -0.77833 -0.532
H -1.92795 -0.53451 2.14833 0.346
C 3.02789 0.97188 1.70883 -0.597
C 0.82432 0.75495 0.42859 0.827
```



3.
Density functional theory data (ωB97M-V/def2-TZVPD) for an isolated ion of composition C2H3O3PS and charge -2 at a distorted geometry.

Its net charge is -2. As for the HOMO-LUMO gap (alpha / beta): 5.44 / 5.48 eV.

Geometry as XYZ:
```
10
Properties=species:S:1:pos:R:3:nbo_charge:R:1
P 1.50972 -0.36325 0.11791 2.359
O 2.30846 0.25254 1.25575 -1.196
O 1.63392 0.32182 -1.23440 -1.227
H -1.53430 0.36143 -1.93869 0.174
S -1.24062 1.31913 0.16005 0.353
H 0.00655 0.40667 1.93882 0.177
H -1.95421 -0.82331 -0.50082 0.192
C -2.03556 0.21841 -0.82997 -0.880
O 1.46576 -1.85105 0.17751 -1.241
C -0.15972 0.15761 0.85382 -0.710
```



4.
Density functional theory data (ωB97M-V/def2-TZVPD) for C17H15MnN3O5PSSe as an isolated structure at a distorted geometry.

As for the HOMO-LUMO gap (alpha / beta): 8.45 / 6.75 eV. As for the spin multiplicity: 5.

Geometry as XYZ:
```
44
Properties=species:S:1:pos:R:3:nbo_charge:R:1
H 0.69902 2.48408 -2.79966 0.232
C -2.34710 1.08545 -3.25774 -0.251
C 2.39592 -3.08896 -0.94481 -0.180
C -0.15392 1.83027 -2.66917 -0.251
O 0.09775 1.31064 2.76874 -1.086
O -1.15572 2.37718 0.78967 -1.041
N 0.88116 0.72093 -0.68933 -0.936
H 4.91108 0.18244 -1.09370 0.218
C -1.27614 1.94131 -3.46317 -0.124
H 5.76389 1.31977 2.94515 0.219
H -3.24789 1.15104 -3.85167 0.233
H -1.31649 2.69770 -4.23725 0.229
C -2.24328 0.14805 -2.24998 0.080
C 1.55365 -2.09764 -0.42155 -0.370
Se -1.40041 1.93250 2.40458 2.662
C 3.26763 0.04934 0.28326 -0.308
S -0.34494 -1.68138 2.80143 1.187
C 3.74412 0.70690 2.55530 -0.186
H 2.90416 -5.16187 -1.09585 0.223
H -3.05735 -0.53506 -2.03614 0.208
O -2.06292 3.00583 3.39482 -0.960
H 6.51506 0.97270 0.61681 0.218
H -0.52431 -4.17592 1.26733 0.235
Mn -0.73972 0.42741 0.73421 1.176
H -1.38637 -1.98559 0.87543 0.416
H 1.34589 1.61132 -0.53005 0.425
N -1.16503 0.03386 -1.47509 -0.525
P 2.14405 -0.47470 -1.04600 1.014
H 1.81764 0.07968 1.89292 0.228
C 5.48844 0.76847 0.89250 -0.215
C 4.58768 0.32250 -0.06772 -0.221
C 2.22435 -4.43297 -0.67432 -0.200
N -0.44541 -1.60995 1.01257 -0.858
O -1.36792 -2.66027 3.22108 -0.793
H 0.98719 -5.88147 0.33027 0.225
C 1.15811 -4.83370 0.11863 -0.185
O -2.26278 0.51341 2.07096 -1.047
H 3.40457 0.87703 3.56921 0.231
C 0.30681 -3.87821 0.63670 -0.217
C 5.06522 0.96091 2.19946 -0.186
C -0.15217 0.86746 -1.67344 0.358
C 2.85032 0.24662 1.60270 -0.221
C 0.50009 -2.51871 0.38699 0.123
H 3.20753 -2.78495 -1.59991 0.222
```



5.
Density functional theory data (ωB97M-V/def2-TZVPD) for C2H3ClO2S as an isolated structure at a distorted geometry.

As for the HOMO-LUMO gap: 10.38 eV.

Geometry as XYZ:
```
9
Properties=species:S:1:pos:R:3:nbo_charge:R:1
O 1.63181 -1.87239 0.97147 -0.909
H -1.04784 -0.57585 -0.01708 0.245
S 1.82587 -0.83950 -0.02609 2.123
Cl 1.45086 2.30654 0.22356 0.012
C 0.22086 -0.16065 -0.48842 -0.660
O 2.89752 -0.93532 -0.96167 -0.856
H 0.74047 0.34119 1.61231 0.285
H 0.14781 0.17124 -1.50508 0.258
C 0.98263 0.60493 0.49354 -0.498
```



Repeat the third record exactly.
Density functional theory data (ωB97M-V/def2-TZVPD) for an isolated ion of composition C2H3O3PS and charge -2 at a distorted geometry.

Its net charge is -2. As for the HOMO-LUMO gap (alpha / beta): 5.44 / 5.48 eV.

Geometry as XYZ:
```
10
Properties=species:S:1:pos:R:3:nbo_charge:R:1
P 1.50972 -0.36325 0.11791 2.359
O 2.30846 0.25254 1.25575 -1.196
O 1.63392 0.32182 -1.23440 -1.227
H -1.53430 0.36143 -1.93869 0.174
S -1.24062 1.31913 0.16005 0.353
H 0.00655 0.40667 1.93882 0.177
H -1.95421 -0.82331 -0.50082 0.192
C -2.03556 0.21841 -0.82997 -0.880
O 1.46576 -1.85105 0.17751 -1.241
C -0.15972 0.15761 0.85382 -0.710
```